{"formula": "C3H12N3O", "method": "ωB97M-V with the def2-TZVPD basis set", "elements": ["C", "N", "C", "N", "H", "H", "H", "H", "H", "H", "H", "N", "C", "O", "H", "H", "H", "H", "H"], "xyz": [[-2.353931, 0.786333, 1.121040], [0.288355, 2.462217, -0.761074], [-0.807065, 2.219565, -0.066662], [-1.209680, 1.025716, 0.248624], [-3.045116, 0.088794, 0.660692], [-2.881077, 1.718099, 1.320734], [-2.027566, 0.366484, 2.066705], [0.906806, 1.713877, -1.032215], [0.586464, 3.408408, -0.938995], [-1.423606, 3.060657, 0.216552], [-0.564579, 0.235076, 0.046643], [0.449829, -1.224558, -0.582849], [1.562246, -1.728275, 0.201707], [1.826526, -3.048543, -0.194817], [0.697691, -1.280130, -1.567001], [-0.323396, -1.881247, -0.491360], [2.419648, -1.076367, 0.029206], [1.292583, -1.681745, 1.256939], [2.542048, -3.409723, 0.341154]], "forces_ev_per_a": [[-0.23, 0.02, 0.04], [0.07, 0.10, 0.11], [-0.10, -0.28, -0.22], [0.32, 0.28, 0.40], [-0.03, -0.04, -0.15], [0.06, -0.01, -0.07], [0.13, -0.02, 0.10], [0.02, -0.02, -0.03], [-0.09, -0.07, -0.03], [0.00, 0.14, 0.06], [-0.13, -0.08, -0.27], [-0.17, -0.02, 0.01], [-0.11, 0.08, -0.05], [0.10, -0.08, 0.01], [0.07, 0.06, -0.03], [0.04, -0.07, 0.06], [0.12, 0.04, -0.01], [-0.04, 0.02, 0.13], [-0.02, -0.06, -0.05]], "lumo_ev": -3.02, "largest_force_ha_per_bohr": 0.011, "total_charge": 1, "orbital_gap_ha": 0.400, "homo_ev": -13.91}

***

{"formula": "C38H42FIrN2O5P2S", "method": "ωB97M-V with the def2-TZVPD basis set", "elements": ["Ir", "C", "C", "P", "C", "C", "C", "C", "C", "C", "C", "C", "C", "C", "C", "C", "P", "C", "C", "C", "C", "C", "C", "C", "C", "C", "C", "C", "C", "H", "H", "H", "H", "H", "H", "H", "H", "H", "H", "H", "H", "H", "H", "H", "H", "H", "H", "H", "H", "H", "H", "H", "H", "F", "C", "C", "N", "C", "C", "O", "O", "C", "O", "N", "C", "O", "H", "H", "H", "H", "C", "C", "C", "S", "O", "C", "C", "C", "H", "H", "H", "H", "H", "H", "H", "H", "H", "H", "H", "H", "H", "H"], "xyz": [[0.291258, -0.382578, 0.235137], [0.195851, -3.276541, 1.531892], [-0.042232, -2.453483, 2.804870], [0.247201, -0.685879, 2.444090], [1.906752, -0.186160, 2.908488], [2.404955, 0.980738, 2.316668], [3.708687, 1.380543, 2.547705], [4.517891, 0.624992, 3.389625], [4.025126, -0.522790, 3.992984], [2.723080, -0.938141, 3.748595], [-0.953743, 0.324638, 3.302658], [-0.529538, 1.373423, 4.117925], [-1.467603, 2.165051, 4.764400], [-2.820525, 1.910808, 4.600527], [-3.245413, 0.863989, 3.788806], [-2.317680, 0.071573, 3.137427], [-0.665098, -2.396822, 0.185073], [-0.412607, -3.159500, -1.416233], [0.213086, -2.481730, -2.459435], [0.352374, -3.096999, -3.694601], [-0.116135, -4.388937, -3.884070], [-0.743408, -5.067207, -2.846297], [-0.902509, -4.452265, -1.616795], [-2.427594, -2.498882, 0.546961], [-3.289042, -1.571462, -0.041873], [-4.655255, -1.661699, 0.170151], [-5.169568, -2.670296, 0.974064], [-4.319517, -3.600023, 1.556391], [-2.953494, -3.521881, 1.337795], [-0.172935, -4.297266, 1.632895], [1.252623, -3.325773, 1.266479], [0.558688, -2.776597, 3.652939], [-1.085139, -2.529264, 3.123696], [1.774283, 1.592125, 1.675281], [4.093449, 2.269269, 2.066203], [5.536636, 0.936712, 3.576604], [4.656444, -1.102184, 4.652635], [2.365923, -1.841216, 4.223845], [0.525429, 1.564737, 4.261387], [-1.139487, 2.972618, 5.404343], [-3.548846, 2.522035, 5.116649], [-4.301917, 0.661647, 3.672614], [-2.659785, -0.739465, 2.507916], [0.583129, -1.471427, -2.336758], [0.823972, -2.565194, -4.510080], [0.000660, -4.868488, -4.846567], [-1.116403, -6.070440, -2.999174], [-1.419165, -4.977317, -0.821495], [-2.884989, -0.778019, -0.662233], [-5.323136, -0.950702, -0.294940], [-6.236272, -2.738113, 1.140048], [-4.720165, -4.391973, 2.174249], [-2.312782, -4.267400, 1.790623], [4.674584, 0.802975, -5.554384], [4.641574, 1.111230, -4.265372], [4.468515, 0.178613, -3.330355], [4.450298, 0.504227, -1.982418], [4.074971, -0.469921, -0.990679], [2.588898, -0.461178, -0.750164], [2.075208, -1.344836, 0.015107], [1.849385, 0.436167, -1.212904], [4.572440, 1.810951, -1.536822], [4.481506, 2.103341, -0.360850], [4.778411, 2.734353, -2.530734], [4.813165, 2.526480, -3.915377], [4.954853, 3.429443, -4.692222], [4.352717, -0.866790, -3.581006], [4.527575, -0.167621, -0.042840], [4.427673, -1.469364, -1.238874], [4.908447, 3.689053, -2.221397], [-4.685262, 1.781608, -1.334059], [-3.921558, 3.095977, -1.325525], [-2.701579, 3.092751, -0.421564], [-1.410887, 1.939987, -0.971403], [-1.144836, 1.101443, 0.326108], [0.005965, 3.060709, -1.075290], [0.054433, 3.771076, -2.425356], [0.333479, 2.830792, -3.591196], [-5.519714, 1.824916, -2.031359], [-5.082803, 1.558040, -0.342904], [-4.045464, 0.949156, -1.650905], [-4.560394, 3.904461, -0.962470], [-3.628963, 3.380960, -2.339099], [-2.915288, 2.763602, 0.599068], [-2.240779, 4.079347, -0.380263], [0.877989, 2.418461, -0.938499], [-0.069134, 3.751158, -0.234185], [0.847346, 4.517966, -2.350191], [-0.865460, 4.341081, -2.586991], [1.236336, 2.245177, -3.407303], [0.481401, 3.396515, -4.509365], [-0.490572, 2.136882, -3.766002]], "forces_ev_per_a": [[0.19, 0.02, -0.21], [-0.10, -0.08, 0.02], [-0.16, 0.03, 0.02], [-0.21, 0.12, 0.07], [0.01, -0.05, -0.01], [0.00, -0.01, -0.01], [0.03, 0.07, 0.05], [-0.02, 0.00, 0.00], [0.00, 0.00, -0.01], [0.01, 0.01, -0.01], [0.08, -0.01, 0.14], [-0.01, 0.00, -0.01], [0.01, 0.00, -0.01], [-0.01, 0.00, 0.00], [0.00, 0.00, 0.00], [0.00, 0.01, 0.03], [-0.12, 0.31, 0.12], [0.03, -0.10, 0.03], [-0.01, -0.02, -0.07], [0.00, -0.01, 0.00], [0.01, 0.00, -0.01], [0.01, 0.02, 0.00], [-0.01, 0.00, 0.01], [-0.01, 0.00, -0.06], [0.07, 0.00, -0.01], [0.06, 0.02, -0.02], [0.01, -0.03, 0.02], [-0.06, 0.02, -0.02], [0.08, 0.04, 0.03], [0.04, -0.02, 0.02], [0.00, 0.02, -0.02], [0.09, -0.05, -0.06], [0.03, 0.02, -0.02], [-0.02, 0.00, 0.00], [-0.02, -0.05, 0.03], [0.00, 0.00, 0.00], [0.00, -0.01, 0.00], [-0.03, -0.01, 0.00], [0.00, 0.01, 0.01], [0.00, 0.00, 0.01], [-0.01, 0.00, -0.01], [0.00, 0.00, 0.00], [-0.01, -0.03, -0.05], [-0.01, 0.03, 0.04], [0.00, -0.01, 0.00], [-0.01, 0.00, 0.00], [0.00, 0.00, 0.00], [0.01, 0.00, 0.01], [-0.03, -0.05, 0.03], [-0.01, 0.03, -0.02], [0.00, 0.00, 0.00], [0.00, 0.00, 0.00], [0.02, 0.00, 0.01], [-0.01, 0.00, 0.00], [0.01, -0.03, 0.02], [-0.01, 0.04, -0.07], [0.09, 0.03, 0.13], [-0.01, 0.16, 0.04], [0.63, -0.15, 0.01], [0.03, -0.27, 0.15], [-0.54, 0.21, -0.18], [-0.08, -0.05, -0.20], [-0.03, 0.05, 0.01], [0.02, 0.01, 0.13], [-0.01, -0.03, -0.12], [-0.01, 0.01, 0.04], [0.01, 0.00, -0.01], [0.00, -0.14, 0.03], [-0.03, 0.00, -0.08], [0.01, -0.01, -0.02], [0.06, -0.07, -0.05], [-0.08, 0.04, -0.04], [0.17, 0.03, 0.05], [0.08, 0.16, -0.15], [-0.04, -0.21, 0.24], [-0.08, -0.01, 0.05], [0.02, 0.06, 0.04], [-0.01, 0.02, -0.05], [-0.02, 0.01, 0.01], [0.02, -0.03, 0.02], [-0.06, 0.08, 0.03], [-0.04, -0.04, -0.04], [0.02, -0.03, 0.00], [-0.04, -0.02, -0.03], [0.02, -0.01, 0.04], [-0.02, 0.04, -0.08], [0.00, -0.03, 0.04], [0.00, -0.01, 0.00], [-0.01, -0.03, -0.02], [0.01, -0.01, 0.00], [0.00, 0.00, 0.00], [0.01, -0.02, 0.01]], "lumo_ev": -6.38, "largest_force_ha_per_bohr": 0.013, "total_charge": 2, "orbital_gap_ha": 0.262, "homo_ev": -13.51}

***

{"formula": "C21H48N3O11P", "method": "ωB97M-V with the def2-TZVPD basis set", "elements": ["H", "N", "C", "N", "N", "C", "C", "C", "C", "C", "C", "O", "O", "C", "C", "P", "O", "O", "O", "H", "H", "H", "H", "H", "H", "H", "H", "H", "H", "H", "H", "H", "H", "H", "H", "H", "C", "O", "C", "C", "O", "C", "H", "H", "H", "H", "H", "H", "H", "H", "H", "H", "C", "O", "C", "C", "O", "C", "H", "H", "H", "H", "H", "H", "H", "H", "H", "H", "C", "O", "C", "C", "O", "C", "H", "H", "H", "H", "H", "H", "H", "H", "H", "H"], "xyz": [[1.761503, -5.079279, 4.255402], [1.982125, -5.571428, 3.396691], [2.201125, -4.747437, 2.445466], [2.601513, -5.188417, 1.188189], [2.077754, -3.360339, 2.515113], [3.161093, -2.557442, 1.925196], [2.997514, -1.100777, 2.310628], [1.864379, -0.376028, 1.578119], [0.445593, -0.740118, 2.044222], [-0.479487, -1.311724, 0.960350], [0.201584, -2.075392, -0.165005], [0.595807, -1.622650, -1.225907], [0.296334, -3.382624, 0.184634], [-0.690549, -3.716881, 1.152981], [-1.469156, -2.410780, 1.417617], [-2.374565, -2.270099, 2.969352], [-3.826705, -2.273305, 2.736336], [-1.844515, -0.968048, 3.702576], [-1.950906, -3.506974, 3.895993], [2.563527, -6.193721, 1.156218], [2.007892, -4.784458, 0.473979], [1.901233, -3.063833, 3.461081], [4.109663, -2.913678, 2.329166], [3.202653, -2.668575, 0.850152], [3.928774, -0.581521, 2.116747], [2.799582, -1.032735, 3.380076], [2.017206, 0.679807, 1.779854], [1.989854, -0.496035, 0.507052], [0.475522, -1.391406, 2.907777], [-0.023549, 0.173818, 2.384219], [-1.077378, -0.518487, 0.531804], [-1.308347, -4.502208, 0.739878], [-0.243779, -4.075401, 2.072879], [-2.271737, -2.404797, 0.685354], [-2.312324, -0.876962, 4.539524], [-2.658119, -4.152473, 3.814929], [-0.434140, 3.236331, 2.103967], [0.952234, 2.933359, 2.123744], [1.716426, 3.795553, 2.951434], [2.056316, 3.129154, 4.264304], [0.901235, 2.908193, 5.058773], [0.407776, 1.589832, 4.948403], [-0.945578, 2.412324, 1.610384], [-0.835823, 3.349850, 3.114251], [-0.618910, 4.149387, 1.531890], [1.190518, 4.738610, 3.126219], [2.646065, 4.019345, 2.418406], [2.726197, 3.776145, 4.838954], [2.578074, 2.186213, 4.073056], [1.078169, 0.878503, 5.445186], [0.281984, 1.299863, 3.902491], [-0.563609, 1.556709, 5.439934], [-1.413813, 5.244736, -1.225041], [-2.177013, 4.164648, -0.718790], [-3.574638, 4.331694, -0.902407], [-4.088223, 3.511117, -2.063220], [-3.572451, 3.971602, -3.301343], [-2.511785, 3.176317, -3.799326], [-0.368469, 4.939541, -1.218298], [-1.702450, 5.497486, -2.247730], [-1.527157, 6.129179, -0.588085], [-3.820650, 5.387613, -1.046600], [-4.067262, 3.991888, 0.014265], [-5.177561, 3.606457, -2.107833], [-3.846940, 2.454533, -1.914392], [-2.888868, 2.212845, -4.159225], [-1.745597, 3.003800, -3.039473], [-2.065384, 3.711212, -4.635580], [0.924518, -2.337787, -4.321751], [1.731454, -1.976555, -5.433383], [1.158497, -2.315389, -6.683127], [0.539798, -1.112075, -7.357677], [-0.584879, -0.627607, -6.641073], [-0.300728, 0.514773, -5.855579], [1.343904, -1.872987, -3.439615], [-0.105559, -1.994640, -4.447385], [0.929731, -3.425457, -4.185550], [0.411557, -3.106139, -6.564689], [1.962241, -2.701226, -7.319097], [0.189810, -1.403367, -8.353268], [1.288144, -0.323383, -7.479124], [-0.156233, 1.394624, -6.492817], [0.586256, 0.366804, -5.235186], [-1.158297, 0.688776, -5.207641]], "forces_ev_per_a": [[0.09, 0.02, 0.15], [-0.14, -0.01, -0.24], [0.11, -0.04, 0.17], [-0.32, 0.02, 0.15], [0.19, -0.04, -0.28], [0.20, 0.04, 0.72], [-0.64, -0.14, -0.42], [0.36, 0.20, 0.45], [0.39, 0.23, -0.51], [-0.79, -0.50, 0.13], [0.58, 1.12, -1.14], [-0.37, -1.04, 1.85], [0.04, 0.06, -0.79], [-0.19, 0.25, 0.98], [0.38, 0.06, -0.47], [-1.13, -0.22, -0.64], [0.06, -0.06, 0.05], [0.45, -0.29, 0.13], [0.52, 0.37, 0.05], [0.05, -0.20, 0.00], [0.22, 0.12, -0.21], [-0.02, -0.03, 0.21], [0.25, -0.09, -0.12], [-0.17, -0.08, -0.25], [0.24, 0.09, -0.03], [0.16, 0.03, 0.29], [-0.12, 0.25, -0.13], [-0.02, -0.05, -0.21], [0.07, -0.23, 0.07], [-0.17, 0.04, 0.05], [0.19, 0.31, -0.29], [-0.23, -0.11, -0.13], [0.39, -0.13, -0.09], [-0.35, 0.14, 0.02], [-0.12, 0.25, 0.23], [-0.20, -0.33, 0.20], [0.06, 0.07, -0.01], [-0.10, -0.02, 0.05], [0.12, -0.13, -0.18], [-0.04, 0.20, 0.21], [0.05, -0.05, -0.04], [-0.08, -0.02, -0.03], [0.02, 0.00, -0.08], [0.02, 0.02, 0.01], [-0.07, 0.00, 0.02], [-0.04, -0.01, 0.02], [0.00, 0.03, 0.02], [0.00, 0.00, -0.04], [0.02, -0.05, 0.00], [0.01, -0.03, -0.03], [0.03, 0.00, 0.16], [0.01, 0.04, 0.05], [0.04, -0.04, 0.04], [-0.01, 0.07, -0.09], [0.06, -0.17, 0.19], [-0.14, 0.15, -0.17], [0.11, -0.03, 0.05], [-0.04, 0.02, -0.02], [0.00, -0.02, 0.04], [-0.01, 0.01, 0.00], [-0.01, 0.04, -0.04], [-0.01, 0.02, -0.04], [-0.03, 0.02, -0.01], [0.00, -0.02, 0.03], [0.03, -0.02, 0.03], [0.03, -0.02, 0.03], [0.00, -0.03, 0.01], [-0.04, 0.01, -0.03], [0.06, -0.05, -0.16], [-0.12, 0.00, 0.01], [0.26, 0.04, 0.04], [-0.23, -0.08, -0.09], [0.06, 0.05, 0.06], [-0.02, -0.02, -0.02], [0.08, 0.03, 0.06], [-0.01, -0.02, 0.01], [-0.06, 0.01, 0.01], [-0.04, 0.00, 0.00], [-0.03, -0.01, -0.03], [0.03, 0.00, 0.00], [0.03, 0.01, 0.02], [0.04, 0.02, 0.03], [0.01, 0.01, 0.00], [-0.03, -0.02, -0.03]], "lumo_ev": 0.21, "largest_force_ha_per_bohr": 0.042, "orbital_gap_ha": 0.339, "smiles": "[H]/N=C(/N)NCCCC[C@H]1C(=O)OC[C@H]1P(=O)(O)O.COCCOC.COCCOC.COCCOC", "homo_ev": -9.00}

***

{"formula": "C4H5Cl", "method": "ωB97M-V with the def2-TZVPD basis set", "elements": ["C", "C", "C", "C", "Cl", "H", "H", "H", "H", "H"], "xyz": [[-1.191014, -1.435526, -0.235261], [-0.222565, -0.877818, 0.239499], [0.857854, -0.056505, 0.554690], [-0.005846, 1.089909, -0.305311], [2.286956, -0.727594, -0.193260], [-1.817001, -2.380716, -0.390397], [0.764410, 0.002453, 1.647481], [-0.950752, 1.544864, 0.252038], [0.616890, 2.134470, -0.328706], [-0.338934, 0.706464, -1.240775]], "forces_ev_per_a": [[-0.57, -2.76, 0.45], [-2.54, -3.71, -0.60], [-3.09, 1.55, -0.93], [1.85, 5.54, 2.95], [0.72, 0.56, 0.20], [1.04, 2.27, 0.18], [1.31, 0.83, -0.28], [1.90, -1.77, -0.69], [-1.00, -2.52, -0.63], [0.38, 0.00, -0.66]], "lumo_ev": 0.92, "largest_force_ha_per_bohr": 0.127, "orbital_gap_ha": 0.380, "smiles": "C#C[C@H](C)Cl", "homo_ev": -9.43}